{"formula": "C89H200F9N11O15S3", "method": "ωB97M-V/def2-TZVPD", "elements": ["C", "O", "C", "C", "N", "H", "H", "C", "C", "O", "C", "H", "H", "H", "H", "H", "H", "H", "H", "H", "H", "H", "H", "H", "H", "C", "O", "C", "C", "N", "H", "H", "C", "C", "O", "C", "H", "H", "H", "H", "H", "H", "H", "H", "H", "H", "H", "H", "H", "H", "C", "O", "C", "C", "N", "H", "H", "C", "C", "O", "C", "H", "H", "H", "H", "H", "H", "H", "H", "H", "H", "H", "H", "H", "H", "C", "C", "C", "N", "C", "C", "C", "C", "C", "H", "H", "H", "H", "H", "H", "H", "H", "H", "H", "H", "H", "H", "H", "H", "H", "H", "H", "C", "C", "C", "N", "C", "C", "C", "C", "C", "H", "H", "H", "H", "H", "H", "H", "H", "H", "H", "H", "H", "H", "H", "H", "H", "H", "H", "C", "C", "C", "N", "C", "C", "C", "C", "C", "H", "H", "H", "H", "H", "H", "H", "H", "H", "H", "H", "H", "H", "H", "H", "H", "H", "H", "C", "C", "C", "N", "C", "C", "C", "C", "C", "H", "H", "H", "H", "H", "H", "H", "H", "H", "H", "H", "H", "H", "H", "H", "H", "H", "H", "C", "C", "C", "N", "C", "C", "C", "C", "C", "C", "H", "H", "H", "H", "H", "H", "H", "H", "H", "H", "H", "H", "H", "H", "H", "H", "H", "H", "H", "H", "C", "C", "C", "N", "C", "C", "C", "C", "C", "C", "H", "H", "H", "H", "H", "H", "H", "H", "H", "H", "H", "H", "H", "H", "H", "H", "H", "H", "H", "H", "C", "C", "C", "N", "C", "C", "C", "C", "C", "C", "H", "H", "H", "H", "H", "H", "H", "H", "H", "H", "H", "H", "H", "H", "H", "H", "H", "H", "H", "H", "C", "C", "C", "N", "C", "C", "C", "C", "C", "C", "H", "H", "H", "H", "H", "H", "H", "H", "H", "H", "H", "H", "H", "H", "H", "H", "H", "H", "H", "H", "C", "F", "F", "F", "S", "O", "O", "O", "C", "F", "F", "F", "S", "O", "O", "O", "C", "F", "F", "F", "S", "O", "O", "O"], "positions_angstrom": [[-2.87728, 1.37462, 2.97428], [-2.80023, 2.50955, 3.82098], [-1.96298, 3.56095, 3.47001], [-2.09219, 4.71132, 4.54359], [-1.44446, 4.40415, 5.81475], [-1.83023, 3.51298, 6.18804], [-0.39501, 4.26924, 5.67725], [-1.66799, 5.44324, 6.91805], [-1.11211, 4.96612, 8.26517], [-1.44180, 3.61921, 8.27601], [-1.87597, 3.18659, 9.60599], [-1.89340, 1.01899, 2.65640], [-3.25635, 1.72006, 2.00332], [-3.51694, 0.62905, 3.43160], [-2.24521, 4.04372, 2.50540], [-0.91394, 3.21876, 3.35056], [-3.13644, 5.00909, 4.76390], [-1.65351, 5.60686, 4.12660], [-2.73320, 5.62958, 6.88227], [-1.16977, 6.37986, 6.61944], [-1.57839, 5.46553, 9.11243], [-0.02526, 5.14315, 8.27640], [-2.92146, 3.43656, 9.72530], [-1.20223, 3.55564, 10.38834], [-1.79119, 2.10019, 9.66569], [4.07099, 1.86934, 8.32414], [3.43464, 1.10787, 7.33076], [2.63017, 0.15821, 8.05608], [1.25383, 0.19367, 7.42925], [1.53537, 0.01219, 5.98768], [2.16441, 0.79206, 5.70723], [2.05656, -0.85744, 5.82621], [0.34866, -0.00610, 5.04290], [-0.57305, -1.15228, 5.22323], [-1.35081, -1.07753, 6.36370], [-2.34036, -0.07042, 6.39617], [4.39719, 1.39493, 9.23471], [3.50830, 2.73224, 8.67191], [4.92003, 2.39237, 7.92653], [2.52594, 0.46444, 9.09842], [3.05676, -0.84369, 7.93268], [0.64800, 1.10360, 7.54853], [0.64232, -0.60257, 7.83730], [0.80646, -0.10096, 4.06425], [-0.07781, 1.00619, 5.05190], [-0.04342, -2.11247, 5.26389], [-1.14111, -1.32569, 4.30248], [-2.85574, 0.03828, 5.45695], [-1.94865, 0.92446, 6.65510], [-3.08110, -0.28026, 7.16637], [-3.54952, -1.42398, -3.17293], [-4.00490, -1.11358, -4.48976], [-4.21453, 0.28565, -4.74351], [-4.89225, 0.48412, -6.10214], [-4.14291, -0.28022, -7.08999], [-3.34287, 0.32535, -7.23141], [-3.74364, -1.10865, -6.64098], [-4.77408, -0.63160, -8.34878], [-5.74500, -1.74839, -8.08110], [-5.07785, -2.82861, -7.51534], [-5.24317, -4.01707, -8.25256], [-3.50030, -2.51830, -3.08230], [-4.21721, -1.08883, -2.37093], [-2.53158, -1.04548, -3.04202], [-3.24266, 0.77791, -4.65949], [-4.93785, 0.72062, -4.04046], [-5.01651, 1.50838, -6.40761], [-5.88177, 0.04848, -6.04235], [-3.91467, -0.85811, -8.94029], [-5.27772, 0.19776, -8.84642], [-6.30570, -1.90788, -9.01265], [-6.47164, -1.47966, -7.34506], [-4.87352, -3.94408, -9.28078], [-6.25980, -4.36492, -8.20192], [-4.59854, -4.74461, -7.72753], [0.99360, 6.22049, -3.94434], [-0.04504, 5.10563, -3.89050], [-1.42362, 5.68532, -3.93833], [-2.55888, 4.69724, -3.81798], [-2.53116, 3.61972, -4.89164], [-3.88979, 5.43852, -3.81646], [-4.84245, 4.49246, -3.15708], [-3.94111, 3.55576, -2.27149], [-2.50548, 4.06919, -2.43514], [0.90663, 6.93260, -3.10081], [0.87908, 6.83599, -4.85391], [1.98780, 5.80970, -3.93892], [0.03632, 4.47029, -3.00050], [0.02197, 4.44033, -4.75048], [-1.48836, 6.21406, -4.88858], [-1.63363, 6.46125, -3.21348], [-3.46879, 3.04487, -4.84632], [-1.67576, 2.94315, -4.80944], [-2.46246, 4.10136, -5.86597], [-4.13381, 5.72224, -4.86320], [-3.70241, 6.36580, -3.26583], [-5.29674, 3.84265, -3.87886], [-5.64623, 5.04530, -2.65889], [-4.00270, 2.54220, -2.65968], [-4.24403, 3.58569, -1.23589], [-1.91079, 3.16447, -2.52036], [-2.16694, 4.79305, -1.69400], [-2.09055, -1.72336, 0.44586], [-0.63309, -1.60500, 0.85176], [0.08161, -0.78913, -0.21797], [1.49786, -0.33958, 0.11717], [2.39752, -1.42533, 0.56598], [1.40559, 0.74113, 1.15705], [1.02743, 1.97669, 0.40306], [1.20524, 1.73094, -1.12850], [1.89624, 0.38822, -1.15399], [-2.26852, -2.27762, -0.49589], [-2.49472, -0.73508, 0.22974], [-2.64710, -2.18258, 1.26421], [-0.17564, -2.56440, 1.07525], [-0.53459, -1.06461, 1.81370], [-0.48028, 0.13971, -0.31840], [0.15102, -1.24615, -1.21107], [1.96326, -1.85172, 1.47172], [3.37455, -1.00817, 0.83498], [2.45279, -2.19929, -0.17230], [2.36041, 0.74859, 1.65980], [0.67973, 0.44979, 1.89379], [1.73420, 2.75975, 0.75535], [-0.00823, 2.28452, 0.60553], [1.71979, 2.54822, -1.66580], [0.26339, 1.60790, -1.67911], [2.98839, 0.44840, -1.21226], [1.52900, -0.18886, -2.00321], [4.00051, 2.51361, -4.22059], [3.79915, 3.12151, -5.59663], [4.45357, 2.27916, -6.63033], [4.26222, 2.85920, -8.02133], [2.77141, 2.89742, -8.36910], [4.84278, 4.22220, -8.19012], [5.02350, 4.39901, -9.62961], [5.10880, 3.00660, -10.36036], [4.93970, 2.05998, -9.13716], [3.59640, 1.50834, -4.30527], [3.43793, 3.03278, -3.44816], [5.02424, 2.41094, -3.87460], [4.20579, 4.10805, -5.53579], [2.74541, 3.13131, -5.82052], [4.01566, 1.27347, -6.69429], [5.54729, 2.27134, -6.54810], [2.51271, 1.84791, -8.31792], [2.59078, 3.20353, -9.37770], [2.28131, 3.58889, -7.68234], [4.19613, 4.97286, -7.72908], [5.73100, 4.27257, -7.55739], [4.14323, 4.87719, -10.06335], [5.88448, 5.04320, -9.82540], [4.33403, 2.88227, -11.11836], [6.05882, 2.75291, -10.81079], [4.50515, 1.07006, -9.24408], [5.93596, 1.78018, -8.74638], [-5.46381, -2.99527, 3.34167], [-6.67816, -3.82333, 3.78791], [-6.96292, -4.95048, 2.84833], [-8.32939, -5.67546, 3.08528], [-9.52800, -4.81083, 2.90477], [-8.39461, -6.24296, 4.47981], [-9.34424, -7.39287, 4.39412], [-9.30303, -7.91500, 2.92254], [-8.41547, -6.92781, 2.18778], [-5.32815, -2.13145, 4.00322], [-5.63651, -2.64185, 2.31164], [-4.52912, -3.54184, 3.34691], [-7.52999, -3.16515, 3.89081], [-6.58537, -4.13336, 4.82970], [-6.18302, -5.68671, 2.93188], [-7.06785, -4.60040, 1.81662], [-10.44027, -5.39981, 3.05929], [-9.46996, -4.47225, 1.86527], [-9.60619, -3.88611, 3.48076], [-8.78943, -5.40572, 5.04026], [-7.38944, -6.48098, 4.84890], [-10.34142, -7.06038, 4.58771], [-9.14725, -8.15780, 5.11692], [-10.33834, -7.89339, 2.61808], [-8.88868, -8.93875, 2.79192], [-8.70827, -6.59993, 1.19806], [-7.39785, -7.29216, 2.10542], [4.65957, 5.97196, -1.23905], [3.57669, 6.04699, -0.15794], [2.99117, 7.45383, -0.10497], [1.98959, 7.67603, 0.98620], [1.44732, 9.15137, 0.94142], [2.49733, 10.13927, 1.29081], [3.18010, 9.84704, 2.66117], [3.74269, 8.44853, 2.67627], [2.59440, 7.44073, 2.40538], [0.84794, 6.71558, 0.81068], [4.35243, 6.38159, -2.21006], [5.07180, 4.97763, -1.38943], [5.48798, 6.59235, -0.88874], [3.89326, 5.66727, 0.83003], [2.78324, 5.34438, -0.47882], [2.56446, 7.76088, -1.05768], [3.81537, 8.09696, 0.13452], [0.96219, 9.26428, -0.03780], [0.59225, 9.16111, 1.64872], [3.19811, 10.11582, 0.44903], [2.05341, 11.13165, 1.29540], [3.96058, 10.56589, 2.86593], [2.41225, 9.91350, 3.43043], [4.63404, 8.32209, 2.06004], [4.11471, 8.29209, 3.70257], [2.88395, 6.38378, 2.41130], [1.81175, 7.51845, 3.17939], [0.46928, 6.79522, -0.20813], [0.01747, 7.00756, 1.49052], [1.26505, 5.71900, 1.02584], [-3.00841, -6.95693, 4.07955], [-1.70670, -7.60941, 3.49848], [-1.01152, -6.54592, 2.66847], [0.27423, -7.00447, 1.97591], [-0.09964, -8.02616, 0.81886], [1.16995, -8.29401, 0.01791], [1.66876, -7.04026, -0.63068], [1.99833, -6.03822, 0.42037], [0.84011, -5.70166, 1.30799], [1.20047, -7.57968, 3.13887], [-3.47789, -7.44466, 4.93411], [-3.68173, -6.85482, 3.24572], [-2.76231, -5.92279, 4.41409], [-1.86922, -8.52772, 2.91567], [-1.04463, -7.86174, 4.32022], [-0.80518, -5.65164, 3.30414], [-1.68359, -6.24729, 1.85506], [-0.86980, -7.55781, 0.18815], [-0.51092, -8.94469, 1.23956], [0.99734, -9.08118, -0.73118], [1.90468, -8.72424, 0.66260], [0.88684, -6.55336, -1.22224], [2.43985, -7.15370, -1.40323], [2.42416, -5.16135, -0.07590], [2.84186, -6.31480, 1.03156], [0.01344, -5.36532, 0.64594], [1.06204, -5.02059, 2.09923], [1.22258, -6.82073, 3.95036], [2.13559, -7.85366, 2.69151], [0.59152, -8.37331, 3.54513], [-3.90166, -8.19786, -6.49890], [-3.44324, -6.99118, -5.60321], [-1.98797, -6.67615, -5.95617], [-1.46760, -5.34805, -5.38022], [-1.47206, -5.28480, -3.89453], [-0.55708, -4.17019, -3.34309], [0.90601, -4.37443, -3.75731], [0.94425, -4.20642, -5.28640], [0.01999, -5.31384, -5.90062], [-2.30308, -4.19891, -5.95280], [-3.41803, -9.12150, -6.18120], [-3.59614, -8.02354, -7.52892], [-4.97165, -8.39148, -6.55978], [-3.51342, -7.24752, -4.55729], [-4.10031, -6.10459, -5.79300], [-1.84783, -6.59685, -7.02025], [-1.30935, -7.45517, -5.58123], [-0.99123, -6.16103, -3.47982], [-2.52194, -5.26319, -3.57363], [-0.68911, -4.05976, -2.24138], [-0.89249, -3.22585, -3.77567], [1.20711, -5.38927, -3.43952], [1.59675, -3.70784, -3.27873], [1.94518, -4.40509, -5.72920], [0.62007, -3.23944, -5.65823], [0.43138, -6.32253, -5.65935], [-0.02389, -5.26267, -6.98335], [-1.86705, -3.25807, -5.60568], [-3.30404, -4.36147, -5.55214], [-2.33433, -4.34832, -7.03224], [5.14773, 2.51792, 0.70050], [5.57251, 1.22907, 1.45696], [5.85386, 1.59410, 2.87841], [6.14805, 0.38833, 3.78822], [6.17279, 1.08391, 5.24636], [6.72810, 0.14370, 6.34661], [8.09915, -0.40896, 5.92540], [7.98729, -1.19410, 4.56933], [7.55685, -0.22926, 3.43794], [5.06844, -0.63242, 3.76139], [4.91145, 3.27891, 1.43754], [4.34352, 2.25127, 0.02120], [5.97642, 2.96243, 0.14536], [6.47400, 0.82762, 1.00290], [4.80903, 0.44771, 1.36194], [5.00059, 2.13716, 3.26984], [6.72945, 2.25885, 2.89437], [6.85551, 1.88615, 5.07244], [5.13776, 1.41249, 5.35619], [6.80283, 0.71291, 7.32166], [6.03521, -0.64674, 6.59611], [8.82078, 0.39150, 5.78745], [8.42824, -1.05407, 6.72987], [8.99042, -1.57668, 4.37493], [7.25132, -1.98436, 4.65283], [8.27156, 0.58392, 3.39089], [7.46982, -0.63864, 2.43303], [4.09263, -0.16838, 3.89970], [5.22484, -1.18523, 4.70033], [5.29404, -1.28046, 2.90939], [3.42677, 4.28576, 4.56607], [3.99327, 3.82899, 5.67441], [3.04321, 5.54968, 4.87362], [4.30517, 4.34906, 3.52799], [1.99669, 3.28013, 4.11253], [1.43924, 4.03079, 3.02104], [2.64612, 2.04847, 3.69557], [1.14704, 3.12159, 5.28041], [3.78770, -3.95385, 3.22609], [4.78341, -3.78248, 4.05736], [4.06120, -3.25909, 2.07592], [3.77494, -5.21360, 2.91933], [2.24139, -3.42093, 4.00835], [2.73532, -2.32953, 4.88440], [1.43247, -2.97545, 2.87811], [1.78591, -4.57387, 4.72270], [0.44841, 0.41452, -5.09967], [-0.24779, -0.05068, -4.04096], [0.63623, 1.71094, -4.84474], [1.59957, -0.16492, -5.10528], [-0.54900, 0.14894, -6.73041], [-0.86560, -1.26764, -6.60501], [-1.58880, 1.12983, -6.46379], [0.45362, 0.51452, -7.63954]], "atomic_forces_ev_per_a": [[0.433, 1.601, -1.146], [-0.438, -0.644, 0.957], [0.194, 1.114, 0.086], [-0.646, -0.295, -1.244], [1.493, -0.394, 1.200], [0.459, 0.464, -0.010], [-1.273, -0.257, 0.149], [0.339, 1.035, -0.623], [-0.167, 0.229, -1.219], [-0.086, -1.551, 1.371], [0.602, -0.768, -0.476], [0.403, -0.479, 0.716], [-0.686, -0.219, 0.048], [0.117, -0.003, -0.040], [-0.069, -0.351, 0.323], [-0.307, 0.278, 0.232], [0.358, -0.645, -0.283], [0.416, 0.191, -0.056], [-0.279, -0.070, 0.451], [-0.156, -0.372, -0.130], [0.005, 0.494, -0.210], [-0.148, -0.170, 0.225], [-0.093, 0.378, 0.348], [-0.376, 0.337, -0.207], [-0.030, 0.032, -0.330], [1.055, 2.425, 0.177], [-0.133, -0.774, 1.319], [-0.816, 0.611, -0.466], [-0.179, -0.189, 0.208], [-0.998, 0.285, -0.931], [-0.360, -0.346, 0.149], [0.113, -0.354, -0.104], [1.446, 0.949, -0.422], [-0.118, -1.049, -0.056], [-0.714, -0.136, 0.708], [0.024, 0.605, 0.472], [0.100, -0.966, -0.017], [-0.972, -0.074, -0.028], [0.754, -0.195, -0.603], [0.220, -0.415, -0.031], [0.002, 0.085, 0.341], [0.662, 0.081, 0.029], [-0.056, -0.397, -0.316], [0.184, -0.075, -0.277], [-0.230, -0.419, 0.313], [0.343, 0.305, 0.409], [-0.513, 0.581, -0.144], [-0.222, -0.161, -0.578], [0.298, -0.104, -0.071], [0.181, -0.414, -0.004], [0.151, -0.321, -0.435], [-0.621, 0.427, -0.043], [-0.241, -0.059, 0.572], [-0.606, -1.401, 1.230], [1.149, 1.406, 0.687], [0.885, 0.026, -0.455], [-0.226, -0.416, -0.018], [-0.633, 0.047, -0.429], [-0.243, 0.412, -0.791], [0.553, -0.143, -0.203], [1.225, -1.115, 0.396], [-0.076, 0.263, -0.285], [-0.023, 0.308, -0.260], [-0.006, 0.207, 0.188], [-0.046, 0.204, -0.151], [0.274, -0.124, 0.335], [0.271, 0.436, -0.078], [-0.264, -0.014, 0.088], [0.157, -0.851, -0.989], [0.053, 0.315, 0.454], [0.253, -0.588, 0.177], [-0.768, 0.758, 0.334], [-0.242, 0.152, 0.048], [-0.494, -0.138, -0.204], [-0.399, 0.032, -0.363], [-0.381, 0.614, -0.027], [-0.223, -0.416, 0.412], [-0.498, 0.575, -0.965], [0.869, 0.176, 0.189], [-0.241, 0.270, -0.017], [0.676, 0.479, -1.145], [0.013, -0.465, 0.639], [-0.516, 1.177, 0.106], [-1.138, -1.117, -1.083], [-0.040, -0.452, -0.247], [0.056, -0.347, 0.276], [0.460, -0.114, -0.012], [0.381, 0.124, 0.006], [0.443, -0.050, -0.074], [-0.498, -0.144, -0.260], [0.176, -0.022, 0.541], [0.448, 0.315, 0.067], [-0.158, 0.250, 0.335], [-0.099, 0.130, 0.061], [0.116, -0.228, 0.668], [-0.230, -0.222, 0.064], [-0.533, -0.047, -0.520], [0.281, -0.313, 0.150], [-0.064, -0.079, 0.251], [-0.107, -0.219, 0.279], [0.786, 0.397, 0.320], [-0.027, -0.068, -0.197], [-0.259, -0.150, -0.187], [0.472, 0.371, 0.060], [0.210, -0.326, 0.565], [-0.954, 0.527, -0.925], [-0.224, 0.247, 0.596], [0.220, -0.884, -0.312], [0.213, 1.946, -0.292], [-0.263, 0.101, 0.382], [1.124, -0.380, -0.668], [0.336, -0.105, 0.532], [-0.201, 0.176, 0.291], [-0.213, 0.021, -0.244], [0.089, -0.198, -0.318], [-0.321, -0.201, -0.375], [0.018, -0.054, -0.186], [-0.264, -0.318, 0.358], [0.137, 0.058, -0.124], [-0.218, -0.100, -0.420], [0.213, -0.300, -0.567], [0.305, 0.478, 0.039], [-0.255, -0.142, 0.295], [-0.799, -0.145, -0.285], [0.411, 0.097, 0.182], [0.168, -0.570, 0.468], [-0.048, 0.231, 0.413], [-0.153, 0.001, 0.224], [0.442, -0.171, 0.075], [-0.531, -0.889, 0.070], [0.184, -0.209, 1.060], [0.738, 0.102, -1.908], [-1.329, -0.049, -1.074], [1.087, -0.515, 0.680], [-0.010, 0.043, 2.107], [0.310, 0.463, -2.789], [-0.359, -0.376, 1.849], [1.378, -0.481, 0.508], [-0.065, -0.355, 0.446], [-0.083, 0.199, 0.007], [0.261, 0.236, -0.262], [0.128, 0.839, -0.519], [-0.444, 0.341, 0.211], [0.351, 0.141, 0.286], [-0.227, -0.429, 0.362], [-0.855, 0.025, 0.385], [0.315, 0.396, -0.595], [-0.156, -0.458, -0.147], [-0.271, -0.176, -0.233], [0.410, -0.243, -0.443], [0.204, 0.343, 0.122], [-0.173, -0.116, -0.157], [0.043, 0.081, 0.197], [0.202, 0.328, -0.130], [-0.787, 0.223, -0.274], [-0.200, 0.561, -0.049], [-0.481, 0.258, -0.215], [-0.059, 0.793, 0.857], [-1.910, -0.176, -0.373], [1.481, -0.304, 0.583], [-0.268, 0.381, -1.611], [0.347, 0.798, 0.291], [0.049, -0.720, -0.600], [0.206, -0.267, 0.515], [0.157, 0.801, 0.161], [-0.127, -0.152, -0.193], [0.118, 0.063, 0.329], [0.163, -0.383, 0.055], [-0.326, 0.392, -0.500], [0.473, -0.490, -0.089], [0.104, -0.575, -0.147], [0.342, 0.017, 0.061], [0.373, 0.109, -0.095], [-0.396, -0.167, 0.011], [0.577, -0.489, 0.514], [0.092, -0.122, 0.709], [-0.200, -0.095, -0.314], [-0.625, 0.213, 0.252], [0.285, -0.384, 0.391], [-0.064, -0.232, -0.698], [-0.451, 0.695, 0.264], [-0.345, -0.041, -0.134], [0.168, -0.107, 0.135], [0.625, 0.736, 0.601], [-1.192, -1.154, -0.846], [0.729, -0.345, 0.769], [-1.082, 0.594, 0.965], [-1.434, -1.522, 0.375], [0.926, 0.290, 0.057], [-0.635, 0.108, -1.383], [-0.388, -0.720, 1.106], [0.823, -0.085, -0.624], [0.077, 0.369, 0.537], [-0.170, -0.138, 0.278], [-0.210, -0.153, 0.073], [0.179, -0.011, -0.283], [0.250, 0.411, -0.511], [0.085, 0.158, 0.219], [-0.180, -0.006, 0.047], [0.300, 0.597, -0.176], [0.534, 0.117, 0.005], [0.588, -0.105, -0.056], [0.326, 0.383, 0.341], [-0.083, 0.082, -0.050], [0.034, 0.285, 0.030], [0.022, 0.207, 0.199], [-0.238, -0.076, -0.299], [-0.202, -0.370, -0.289], [0.154, 0.359, 0.027], [0.017, 0.336, -0.664], [0.163, -0.066, -0.080], [0.738, -0.366, -0.251], [-0.636, 0.317, -0.021], [1.187, 0.507, -0.291], [-0.249, 0.323, 0.831], [-0.097, 0.069, -0.340], [-0.624, 0.621, 0.387], [1.061, 0.494, 0.743], [-0.861, -0.823, -0.889], [-0.254, 0.490, -0.899], [1.590, 0.926, 0.155], [-0.945, -1.902, -0.703], [-1.878, 1.186, -1.006], [0.188, -0.339, -0.322], [-0.711, -0.005, -0.161], [-0.098, -0.605, -0.117], [-0.301, 0.316, 0.262], [-0.189, -0.174, 0.262], [0.216, -0.673, -0.549], [0.118, 0.162, 0.068], [0.204, 0.138, 0.407], [0.140, 0.236, 0.268], [-0.285, 0.203, 0.235], [0.693, -0.229, 0.498], [-0.588, -0.269, -0.113], [0.287, -0.385, 0.695], [-0.482, 0.471, 0.139], [0.322, -0.628, 0.285], [0.193, 0.104, 0.680], [-0.025, 0.426, 0.354], [0.468, -0.136, -0.884], [0.403, -0.191, 0.250], [0.581, -0.697, -0.216], [0.440, 0.389, 0.142], [-0.539, -0.067, -1.164], [-0.414, 0.086, 1.138], [1.315, 0.118, -1.205], [0.541, 0.048, 0.672], [-0.563, 0.853, 0.183], [-0.689, -0.495, -0.553], [-0.263, -1.864, -0.552], [0.207, -0.032, 0.689], [0.515, -1.029, 0.698], [0.000, 0.032, 0.060], [0.102, 0.062, -0.105], [-0.012, 0.288, 0.475], [-0.166, -0.092, 0.385], [0.456, -0.819, 0.103], [0.018, 0.073, -0.448], [-0.269, 0.184, -0.085], [-0.306, -0.850, -0.344], [0.378, 0.212, 0.051], [0.014, -0.401, -0.653], [0.026, 0.301, 0.179], [0.075, 0.243, -0.392], [0.155, 0.597, 0.359], [-0.559, 0.129, 0.388], [-0.039, 0.336, 0.310], [-0.332, 0.766, 0.001], [-0.191, 0.198, -0.098], [-0.183, -0.128, -0.521], [0.096, 0.408, -0.064], [0.189, 0.436, 0.089], [0.760, -0.573, 0.319], [0.181, 0.138, -0.880], [0.442, -0.808, 0.320], [0.920, 2.001, 0.780], [0.179, -2.006, -0.767], [0.149, 1.332, 0.122], [-1.095, -0.397, -0.688], [0.015, 1.252, 0.461], [-0.856, 0.053, 1.183], [1.328, -0.226, 1.227], [-0.753, 0.108, -0.131], [-0.247, 0.536, -0.087], [-0.032, -0.318, -0.182], [0.066, -0.165, -0.172], [0.000, 0.235, 0.188], [-0.033, -0.254, 0.369], [-0.174, -0.257, 0.255], [0.289, 0.785, 0.179], [0.189, 0.067, 0.296], [0.033, -0.273, -1.181], [-0.264, -0.419, -0.178], [0.130, 0.152, 0.177], [0.374, -0.220, -0.073], [-0.275, -0.262, -0.381], [0.185, -0.481, 0.041], [-0.085, 0.415, 0.018], [-0.074, -0.339, 0.160], [-0.002, 0.051, -0.776], [-0.205, -0.264, -0.618], [-0.831, 0.089, 0.127], [0.172, 1.525, 0.993], [0.528, -0.484, -0.486], [0.032, -0.419, -0.646], [-0.562, -0.075, 0.983], [0.394, -0.740, -0.572], [-0.695, 0.522, -0.479], [-0.102, -0.539, 0.215], [0.024, 0.357, 0.059], [0.779, 0.549, -0.330], [0.821, 0.525, 0.515], [-0.231, 0.003, 0.383], [-0.504, -1.587, -0.696], [0.716, 1.468, 1.547], [-0.889, -0.535, -1.120], [-0.419, -0.017, 0.372], [-0.479, -0.224, -0.293], [-2.428, 0.066, -1.404], [-0.367, -0.419, 0.813], [0.247, 1.040, 0.084], [1.858, -0.980, 0.030], [1.451, -0.707, 4.066], [-0.835, 0.791, -0.443], [-1.216, -0.320, -0.642], [1.048, 0.550, -2.193]], "total_energy_ha": -7332.18156, "total_charge": 8, "multiplicity": 1, "homo_ev": -21.982}